The following is a DFT calculation (the ωB97M-V functional and the def2-TZVPD basis) of a 13-piece molecular cluster, C67H160F30N8O5P5 overall.

```
275
Properties=species:S:1:pos:R:3:mulliken_charge:R:1
H -4.77 -5.76 -4.85 0.3462
C 3.71 1.85 0.56 -0.5008
H 5.11 1.33 3.93 0.1313
H 0.93 -6.89 3.60 0.0801
C 1.05 6.17 0.26 -1.0379
H -4.33 -0.72 -1.12 0.9401
H -7.08 -4.62 -2.40 0.4404
C 7.36 -0.26 -1.78 -1.0012
H -0.24 1.92 -4.26 -0.7546
F -3.15 -3.07 2.03 -0.4944
H 0.14 0.44 -5.07 0.3613
C 0.02 8.34 0.30 -0.9781
F -0.39 5.47 -4.05 -0.4563
H 4.69 1.16 -3.06 0.1199
H 6.71 4.06 6.35 0.3866
H -2.77 0.50 -2.20 0.5177
H 6.65 -0.30 4.47 0.4724
C -3.54 0.71 4.81 0.5919
H 3.40 4.65 6.01 0.3532
O -5.14 1.21 -1.48 -0.0433
C 5.20 -0.66 -3.82 -1.5854
H 0.06 -7.89 -0.92 0.4430
H -0.82 8.06 -0.35 0.2488
H -7.65 -6.27 -4.15 0.4179
C -4.08 2.08 -1.80 -1.7551
H 7.84 -0.70 -2.64 0.3602
H -5.15 -7.87 -3.07 0.4126
C 4.25 6.19 4.77 -1.3489
H 0.43 -9.87 3.02 0.3278
H -1.66 2.64 -7.38 0.6795
H -2.78 -3.27 7.34 0.3504
H 4.17 -0.96 -3.99 0.2861
C -4.83 -3.27 -2.38 -0.5680
C 2.33 -8.87 2.44 -0.7059
H -2.86 -0.23 1.44 0.6864
F 3.32 6.43 -1.72 -0.3626
H -3.92 -2.67 -2.37 -0.3674
H 5.75 -1.21 6.62 0.4386
H -4.35 -1.79 0.21 0.9220
H -1.91 3.01 -0.18 0.1577
C 0.66 1.84 -8.86 -1.0632
H 8.07 0.22 -1.07 0.3655
C 0.38 1.53 -5.05 0.1190
H -5.08 -1.97 6.33 0.4251
N -0.04 2.15 -6.36 1.5510
H -2.11 -6.37 -1.05 0.1701
H 0.02 2.21 -0.01 -0.0756
H 0.43 3.89 -5.44 0.2806
H -1.94 3.07 -5.83 0.5026
H -3.45 2.81 0.65 0.6199
H -3.39 -1.65 8.10 0.3929
H 3.01 -8.26 0.51 0.3880
H 6.67 -0.92 -1.24 0.3919
H 7.13 2.35 6.69 0.2411
H 4.95 5.16 6.50 0.5564
C 6.47 2.64 -4.08 -1.0682
H -2.97 -1.68 -0.84 -0.3269
C -5.60 -5.55 -4.16 -0.7102
C -0.97 -2.97 5.33 -0.8673
C 0.69 -7.04 -0.67 -1.0998
C 6.00 1.49 0.15 -0.7254
H 7.44 0.77 -4.19 0.4834
H -7.17 1.43 -1.06 0.2979
F 1.10 -1.85 -3.94 -0.3877
H 2.82 -6.06 0.46 0.4097
F -1.39 -2.43 -1.97 -0.8030
H 8.18 1.90 -3.14 0.5875
H -0.70 -3.62 3.37 -0.1809
C 1.06 -9.00 3.27 -0.8332
H -3.65 -7.08 -2.89 0.3358
F -0.02 0.55 2.99 -0.2997
P 0.57 1.47 4.25 1.8007
O 4.73 0.87 0.34 -0.5638
H -4.91 7.34 0.92 0.3158
H -6.76 1.93 -2.69 0.3192
H -8.36 -8.49 -5.19 0.3180
H 5.81 3.13 7.51 0.4350
N 6.53 0.88 -2.30 0.6019
H -4.44 -1.40 3.36 -0.7386
C -2.79 1.36 -1.59 0.5221
F 5.33 5.62 -2.69 -0.3486
F 3.79 4.21 -1.83 -0.3446
H 5.16 6.38 4.21 0.4238
F 0.41 2.75 3.26 -0.6764
H 0.92 0.80 -0.66 0.8700
C 7.20 1.51 -3.45 -0.5357
C -3.38 0.08 0.57 -0.5024
C -3.07 -0.04 6.08 -1.3111
H 0.04 2.17 -11.34 0.3604
F 1.20 2.38 5.41 -0.3636
H -3.80 0.24 6.81 0.4669
H -3.31 1.00 -6.36 0.5465
H 2.86 -9.81 2.44 0.4212
H 4.85 -0.11 -1.69 0.4544
C -4.27 6.51 1.11 -0.6391
C -1.50 2.25 -6.42 -0.5596
F 3.83 5.33 0.17 -0.3681
H 1.23 -9.21 4.35 0.4320
H 0.50 -5.04 -1.53 0.1545
H 3.35 7.69 1.16 0.1077
F 2.08 1.21 3.71 -0.6255
H -3.52 1.72 5.21 0.5999
C 2.01 -8.48 1.00 -0.4591
H -2.02 0.53 -5.20 -0.0061
H 1.42 2.63 -9.01 0.3511
O -0.61 2.35 -9.35 -0.2691
F -3.58 -6.25 1.87 -0.3841
H -5.65 0.57 5.27 0.3833
P -0.17 -2.16 -2.96 2.1396
H 3.59 2.54 6.89 0.5068
C -2.27 0.89 -6.24 -1.0893
H -4.19 3.06 -1.38 0.4637
C 5.28 -0.39 6.10 -0.5844
C 4.50 0.60 7.00 -0.9413
F -2.48 -4.86 3.28 -0.3245
C -0.03 1.32 -0.61 0.0707
H 7.27 2.46 -1.20 0.5157
H -0.07 0.39 -7.47 0.3801
O -6.40 -7.67 -5.01 -0.2858
H 5.53 3.96 4.02 0.4615
C 6.44 0.31 5.32 -0.9809
H 5.05 0.94 7.88 0.3668
H -0.59 -7.71 3.82 0.4378
H -1.12 7.44 2.48 0.6614
H 3.36 8.41 2.71 0.5205
H -4.07 2.43 -2.88 0.5918
C -2.76 -2.15 7.36 -1.0300
H 7.31 0.41 5.98 0.3193
H 0.38 4.23 0.96 -0.0400
O -2.91 6.95 1.03 -0.4244
H 1.95 4.72 1.68 -0.1657
H 2.07 1.22 -3.65 0.4320
H 3.56 0.18 7.33 0.5362
C 5.23 0.31 -2.67 -0.1085
C 5.88 1.59 4.64 -0.2890
H -3.37 -4.71 -3.06 0.4413
H -7.40 -8.09 -6.65 0.3285
C -4.98 -1.25 4.33 0.6594
H 3.03 -8.18 2.91 0.3254
H -4.60 6.06 2.07 0.2746
H 0.90 0.89 -9.36 0.5103
H -0.74 -6.56 1.60 -0.2569
F -1.49 6.57 -2.28 -0.2781
F 5.70 4.48 -0.61 -0.3937
C 4.08 1.85 6.23 -0.9067
C -0.06 -7.41 1.73 0.1403
C 4.35 4.91 5.65 -0.4762
H 1.55 3.53 -6.66 0.4250
H -0.34 3.81 -10.94 0.3302
H -2.75 0.63 4.02 -0.6123
H -0.46 -2.59 6.17 0.5952
H -1.61 5.62 0.15 -0.0530
C -6.36 1.87 -1.69 -0.9419
F 0.14 -3.77 -3.12 -0.3559
H -4.37 0.52 0.82 0.1266
C -2.45 2.42 0.51 -1.3258
H 6.22 3.54 -3.46 0.2608
N -5.23 -5.73 -2.74 1.1162
C -0.05 -3.14 4.10 -0.8143
F -0.36 4.62 -1.82 -0.6656
F -4.25 -4.55 0.65 -0.3101
H -6.02 -1.46 4.16 0.5743
H -1.73 -1.93 7.68 0.3792
H -2.21 5.25 1.81 0.4875
H -4.41 5.78 0.30 0.1623
C -4.22 -4.67 -2.35 0.7418
C -0.11 -5.75 -0.94 1.4832
F 5.38 6.74 -0.72 -0.4064
C -4.94 0.27 4.49 -1.1708
H 0.87 8.62 -0.28 0.4788
H 3.99 3.29 4.16 0.1598
H 5.55 2.30 -4.51 0.2060
H -0.65 -8.21 1.20 0.3330
H -1.97 0.09 -6.92 0.2890
P 4.58 5.54 -1.29 1.2543
F -2.04 -4.80 1.05 -0.5756
C -4.65 -7.11 -2.44 -0.3568
H 0.70 -3.87 4.35 0.5428
H 3.41 6.03 4.09 0.1007
H -1.69 -5.12 -2.22 -0.2497
C 1.47 7.67 2.20 -0.3343
F 0.86 -2.01 -1.75 -0.4850
H 5.68 -1.57 -3.58 0.4313
H 1.59 1.08 -7.27 0.1414
H 0.40 -2.19 3.74 0.0384
H -2.00 2.06 -1.86 -0.3683
H -0.28 5.90 2.58 0.6314
H 6.68 2.05 4.02 0.3027
C 0.30 -7.68 3.18 -0.5299
F -2.67 5.40 -3.90 -0.4914
F 0.67 0.16 5.17 -0.3920
H -5.45 -3.03 -3.17 0.5668
H -0.34 9.11 0.99 0.3605
H 2.12 2.72 -4.57 0.4450
H -1.13 -0.62 -0.55 0.2531
H -6.90 -5.86 -5.79 0.4956
H 3.37 1.78 5.42 0.3322
H -2.36 -1.98 3.99 -0.6059
N 1.15 -7.22 0.84 0.3749
H 1.44 -5.13 1.01 0.2228
C 1.83 1.68 -4.62 -1.6202
N -2.50 1.08 -0.12 1.3275
H -0.04 4.15 -7.13 0.3446
H 1.77 4.28 -0.01 0.1029
C 0.50 3.52 -6.46 -1.1097
H 1.67 -7.07 -1.22 0.2627
C 6.35 1.90 -1.24 -0.4224
P -1.50 5.03 -2.89 1.7013
H -2.11 0.30 6.50 0.6453
H -6.32 2.86 -1.25 0.2981
H -7.04 -9.51 -5.76 0.2734
H -4.29 -3.11 5.24 0.5448
H 2.51 1.26 -5.40 0.3759
H -4.31 -6.68 -0.32 0.1622
C -1.34 -6.04 -1.75 -0.6626
F -1.13 -2.22 -4.24 -0.5031
C 1.28 4.78 0.81 0.4585
H 0.43 6.06 -0.67 -0.1556
F -2.67 4.61 -1.83 -0.2770
P -3.43 -4.64 2.01 1.5258
C -1.90 -1.84 4.97 1.5498
H -5.88 -4.53 -4.30 0.3890
H -0.21 1.55 -1.66 -1.3537
H 4.03 7.07 5.34 0.4993
H -0.41 -5.38 0.03 -0.9927
H 2.00 6.52 -0.07 1.0279
H 7.13 3.02 -4.93 0.4399
H -1.54 2.60 -11.21 0.2857
H 5.57 -0.27 -4.75 0.3858
C -6.78 -6.35 -4.78 -0.8738
F -0.95 1.71 4.72 -0.2798
H -1.14 -6.82 -2.48 0.5451
H 4.12 2.77 0.87 0.7686
H 1.44 -9.26 0.50 0.3844
H 6.07 2.42 0.76 0.2884
C -0.57 2.78 -10.71 -0.9135
C -0.68 6.66 1.93 -1.5594
H -3.85 -4.95 -1.38 -1.1245
F -0.49 -0.57 -2.91 -0.6589
H 0.90 8.32 2.85 0.5414
C -6.49 -5.44 -1.95 -1.1433
H 1.66 6.77 2.77 0.2323
H -5.68 -7.81 -0.63 0.3980
H 6.70 0.74 0.55 0.4628
N 5.31 2.56 5.58 0.7365
H 3.07 1.48 1.34 0.4875
H -1.27 -0.90 4.96 -0.7186
H -0.86 0.17 0.95 -0.0636
F -1.57 3.53 -3.52 -0.6250
H 3.10 1.92 -0.31 -0.2587
C 2.77 8.27 1.84 -1.3330
H 2.52 -6.13 2.13 0.4147
C -4.40 -2.05 5.45 -0.9875
C -3.74 -1.09 -0.33 -1.6569
C -1.10 0.37 -0.10 0.2065
H -1.55 -3.90 5.49 0.2421
H 2.56 9.27 1.39 0.4041
H -5.21 0.79 3.56 0.3568
H 5.59 2.62 -1.54 -0.0453
N 0.44 7.21 1.14 0.5448
H 4.53 -0.82 5.41 0.2803
C 4.77 3.75 4.75 -0.6117
C -1.84 6.03 1.15 0.1333
C 0.53 1.33 -7.45 -0.3667
H -7.15 -6.32 -2.01 0.4349
H -6.25 -5.26 -0.89 0.1638
F -4.75 -4.48 2.84 -0.4545
C 6.29 3.08 6.59 -1.0060
C -4.69 -7.44 -0.91 -1.1214
H -5.37 -2.94 -1.45 0.2719
C -7.37 -8.51 -5.64 -0.8007
C 1.98 -6.07 1.14 -0.8577
H -4.05 -8.34 -0.83 0.3467
N -3.05 -1.54 5.96 0.5889
H -1.90 2.41 1.45 0.2384
```

Computed properties:
HOMO-LUMO gap: 0.359 hartree
total charge: +3
electronic energy: -8165.94720 hartree
E_LUMO: -0.16126 hartree
2S+1: 1
E_HOMO: -14.14 eV